No. 1
{
  "formula": "H18O9",
  "method": "wB97M-V/def2-TZVPD",
  "species": ["O", "H", "H", "O", "H", "H", "O", "H", "H", "O", "H", "H", "O", "H", "H", "O", "H", "H", "O", "H", "H", "O", "H", "H", "O", "H", "H"],
  "positions_angstrom": [[0.93542, -0.76932, -1.44318], [0.60275, -0.53584, -0.56922], [0.41821, -1.54371, -1.69181], [0.73905, 2.42666, 0.91068], [0.01908, 2.78210, 0.37749], [1.51880, 2.89750, 0.59558], [-1.55489, -3.05531, -0.89617], [-0.62488, -2.92182, -1.11120], [-1.77194, -3.89940, -1.30774], [0.01327, 0.44135, 2.99579], [-0.14493, -0.49654, 3.15173], [0.94573, 0.48517, 2.75581], [2.66405, 1.79772, -1.26385], [2.86790, 2.67752, -0.92712], [2.27380, 1.34242, -0.50927], [-3.56405, 1.97393, 1.30951], [-2.87738, 1.30025, 1.36975], [-3.37973, 2.42286, 0.47676], [-1.72104, -2.03515, 1.54193], [-2.32550, -2.46992, 2.15398], [-1.59062, -2.68357, 0.84084], [3.35951, -2.52090, -1.33661], [4.16570, -2.35156, -0.83624], [2.65941, -2.15559, -0.78398], [-1.00127, 1.79823, -1.88811], [-1.54954, 2.59057, -1.91262], [-0.16709, 2.10181, -1.51265]],
  "forces_ev_per_a": [[0.132, -0.333, 0.382], [-0.297, 0.137, 0.021], [0.058, 0.411, -0.271], [0.249, 0.043, -0.165], [-0.125, -0.069, 0.254], [-0.190, 0.146, 0.189], [0.238, -0.277, -0.379], [-0.111, -0.193, 0.056], [-0.065, 0.010, -0.004], [0.168, -0.209, 0.074], [-0.164, -0.004, -0.111], [-0.156, 0.173, -0.019], [-0.013, 0.249, 0.115], [0.218, -0.064, -0.202], [-0.032, -0.161, -0.149], [0.107, 0.095, -0.162], [0.019, -0.064, 0.075], [-0.083, -0.102, 0.099], [0.009, 0.026, 0.742], [0.051, 0.171, 0.007], [-0.155, 0.049, -0.284], [0.157, -0.157, 0.295], [-0.027, -0.063, -0.132], [-0.043, 0.224, -0.270], [-0.151, 0.308, 0.287], [-0.032, -0.073, -0.153], [0.234, -0.272, -0.295]],
  "mulliken_charge": [-0.5553, 0.3587, 0.1714, -0.5200, 0.2201, 0.2747, -0.6492, 0.2791, 0.3228, -0.5969, 0.3040, 0.2772, -0.5959, 0.2800, 0.3204, -0.6344, 0.3318, 0.2987, -0.6025, 0.3001, 0.3523, -0.6021, 0.3064, 0.3171, -0.5615, 0.2812, 0.3219],
  "lumo_ha": -0.00265,
  "e_homo_ev": -11.126,
  "smiles": "O.O.O.O.O.O.O.O.O"
}

***

No. 2
{
  "formula": "H18O9",
  "method": "wB97M-V/def2-TZVPD",
  "species": ["O", "H", "H", "O", "H", "H", "O", "H", "H", "O", "H", "H", "O", "H", "H", "O", "H", "H", "O", "H", "H", "O", "H", "H", "O", "H", "H"],
  "positions_angstrom": [[0.33060, -0.18669, -0.28920], [0.01835, 0.69214, -0.07384], [0.12953, -0.70970, 0.48686], [6.01342, -2.46133, 1.70987], [5.29178, -1.83283, 1.73067], [5.84773, -3.04166, 2.45283], [0.30192, 0.92438, 5.12258], [-0.50123, 0.57117, 5.50523], [0.86929, 0.16183, 5.00922], [-4.37913, 1.10445, -3.41646], [-4.70053, 1.59870, -2.66237], [-5.14414, 0.62320, -3.73171], [0.21051, 0.49189, -6.08442], [-0.22659, 0.60878, -5.24091], [0.60134, -0.38039, -6.03336], [-4.71158, 4.85282, -0.80879], [-4.56827, 5.53702, -1.46269], [-3.97437, 4.94017, -0.20453], [4.05610, -4.66857, -3.21811], [3.53582, -5.46782, -3.30025], [3.69480, -4.22482, -2.45080], [-0.36779, 4.20635, 1.50516], [-0.06529, 3.95080, 2.37661], [-0.26089, 5.15731, 1.48331], [-0.31937, -3.98924, 3.78710], [-0.72120, -4.12849, 4.64464], [-0.96088, -4.32938, 3.16339]],
  "forces_ev_per_a": [[0.124, -0.129, -0.187], [-0.074, 0.297, 0.016], [-0.045, -0.150, 0.185], [0.164, -0.017, -0.135], [-0.170, 0.194, -0.046], [-0.002, -0.177, 0.178], [0.037, 0.248, -0.074], [-0.223, -0.052, 0.098], [0.181, -0.186, -0.053], [0.212, -0.042, -0.097], [-0.036, 0.209, 0.229], [-0.163, -0.132, -0.119], [0.021, 0.141, -0.207], [-0.152, 0.071, 0.226], [0.121, -0.209, -0.011], [-0.198, -0.165, 0.002], [0.002, 0.154, -0.202], [0.206, -0.041, 0.191], [0.150, 0.047, -0.150], [-0.103, -0.213, -0.058], [-0.044, 0.170, 0.204], [-0.139, -0.130, -0.199], [0.079, -0.141, 0.256], [0.050, 0.237, -0.049], [0.210, 0.153, -0.035], [-0.070, -0.046, 0.239], [-0.139, -0.091, -0.202]],
  "mulliken_charge": [-0.6449, 0.3279, 0.3150, -0.6362, 0.3182, 0.3180, -0.6316, 0.3151, 0.3179, -0.6399, 0.3199, 0.3186, -0.6409, 0.3229, 0.3180, -0.6377, 0.3198, 0.3185, -0.6361, 0.3173, 0.3189, -0.6316, 0.3169, 0.3156, -0.6395, 0.3183, 0.3217],
  "lumo_ha": 0.00489,
  "e_homo_ev": -11.186,
  "smiles": "O.O.O.O.O.O.O.O.O"
}

***

No. 3
{
  "formula": "H18O9",
  "method": "wB97M-V/def2-TZVPD",
  "species": ["O", "H", "H", "O", "H", "H", "O", "H", "H", "O", "H", "H", "O", "H", "H", "O", "H", "H", "O", "H", "H", "O", "H", "H", "O", "H", "H"],
  "positions_angstrom": [[-1.70230, -4.08664, -0.51849], [-1.74250, -3.12498, -0.40891], [-2.58060, -4.35112, -0.80421], [-0.32683, 0.50791, -0.60469], [-0.15950, 1.05496, 0.16813], [-0.85089, -0.24453, -0.27587], [-1.17268, 3.38618, 1.76232], [-1.10608, 3.91183, 0.95936], [-0.26846, 3.12586, 1.97028], [0.18212, 0.88505, 2.94647], [-0.16886, 0.80592, 3.83868], [-0.51559, 0.53852, 2.38132], [-1.57136, 0.26031, -3.35806], [-1.22241, 0.32709, -2.45924], [-2.39043, -0.23497, -3.28191], [1.69468, -1.95560, -0.61725], [1.84164, -2.83596, -0.25846], [1.85972, -1.34974, 0.10925], [-2.18747, -1.35133, 0.35071], [-3.01437, -1.21173, -0.12551], [-2.45103, -1.53333, 1.25937], [3.27334, 1.02515, 0.79469], [3.94995, 0.52398, 1.25926], [2.44090, 0.71531, 1.16475], [2.87591, 1.45235, -2.30713], [1.98465, 1.52002, -1.95196], [3.32846, 2.23949, -1.99289]],
  "forces_ev_per_a": [[0.003, 0.061, 0.056], [0.074, -0.211, -0.009], [0.008, -0.024, -0.041], [0.005, -0.145, 0.091], [-0.140, 0.199, -0.095], [0.268, 0.204, -0.025], [0.048, -0.130, -0.114], [-0.020, 0.041, 0.002], [-0.005, -0.013, 0.130], [0.094, -0.086, -0.188], [0.042, 0.070, 0.048], [-0.100, 0.042, 0.047], [-0.086, 0.005, 0.047], [0.141, 0.113, -0.029], [-0.003, -0.019, -0.040], [-0.149, -0.159, 0.002], [0.002, -0.012, 0.005], [0.109, 0.084, -0.078], [-0.252, -0.055, 0.052], [0.002, 0.128, 0.016], [0.036, -0.086, 0.006], [-0.089, -0.017, 0.083], [0.037, 0.006, -0.012], [-0.007, 0.082, 0.138], [-0.001, 0.106, -0.221], [-0.031, -0.150, 0.027], [0.015, -0.034, 0.100]],
  "mulliken_charge": [-0.6390, 0.3821, 0.2988, -0.5360, 0.2789, 0.3381, -0.6389, 0.3160, 0.3313, -0.5781, 0.2906, 0.2530, -0.6155, 0.3423, 0.2883, -0.5690, 0.2993, 0.2737, -0.7398, 0.3285, 0.3057, -0.5668, 0.2988, 0.2828, -0.6116, 0.2911, 0.2953],
  "lumo_ha": -0.01739,
  "e_homo_ev": -10.515,
  "smiles": "O.O.O.O.O.O.O.O.O"
}

***

No. 4
{
  "formula": "H18O9",
  "method": "wB97M-V/def2-TZVPD",
  "species": ["O", "H", "H", "O", "H", "H", "O", "H", "H", "O", "H", "H", "O", "H", "H", "O", "H", "H", "O", "H", "H", "O", "H", "H", "O", "H", "H"],
  "positions_angstrom": [[-0.32701, -16.91052, 15.78460], [-0.95643, -16.28363, 15.42813], [0.06854, -17.31796, 15.01404], [-0.55717, -20.44672, 17.14245], [-1.43323, -20.26899, 16.80018], [-0.66018, -20.41530, 18.09358], [1.54580, -17.63448, 19.83581], [0.82707, -17.00304, 19.80522], [1.49880, -18.00916, 20.71537], [4.36881, -17.70988, 20.55165], [3.58476, -17.18446, 20.39223], [4.48578, -17.68438, 21.50133], [4.38899, -19.67677, 18.37137], [3.66964, -19.22775, 17.92735], [4.53825, -19.16382, 19.16562], [0.57501, -15.40168, 17.85434], [-0.05763, -15.66719, 18.52180], [0.43399, -16.01454, 17.13272], [2.30642, -18.17614, 17.24838], [1.45125, -18.31665, 16.84197], [2.12434, -18.15013, 18.18775], [1.71668, -17.97350, 13.91267], [1.70075, -17.06552, 13.61013], [2.64115, -18.21996, 13.88364], [4.52748, -16.54988, 16.78052], [3.75757, -17.11266, 16.86279], [4.99759, -16.66411, 17.60646]],
  "forces_ev_per_a": [[-0.041, -0.093, 0.162], [-0.320, 0.249, 0.015], [0.339, -0.447, -0.300], [0.430, 0.187, -0.048], [-0.254, 0.027, -0.184], [-0.080, -0.111, 0.256], [0.321, -0.097, 0.091], [-0.106, 0.373, -0.233], [-0.051, -0.377, 0.294], [0.174, -0.374, -0.534], [-0.463, 0.288, -0.152], [0.313, -0.089, 0.319], [0.900, -0.814, -0.564], [-1.292, 0.393, -1.192], [0.363, 0.784, 1.582], [0.514, 0.297, 0.836], [-0.410, 0.254, -0.013], [-0.211, -0.329, -0.657], [1.239, -0.185, -0.135], [-0.462, -0.225, -0.563], [-0.670, 0.453, 0.905], [-0.345, 0.003, 0.300], [0.117, 0.312, -0.285], [0.231, -0.197, -0.066], [0.810, 0.175, -0.504], [-1.611, -0.702, -0.084], [0.565, 0.245, 0.750]],
  "mulliken_charge": [-0.6793, 0.3076, 0.3070, -0.6172, 0.3173, 0.3089, -0.5933, 0.2139, 0.3121, -0.6426, 0.3454, 0.3077, -0.2478, 0.4209, 0.4373, -0.6180, 0.2994, 0.3775, -0.7589, 0.2500, 0.4729, -0.6444, 0.3350, 0.2959, -0.3436, 0.4552, 0.3811],
  "lumo_ha": [-0.11793, -0.38902],
  "e_homo_ev": [-14.343, -14.336],
  "spin_multiplicity": 2,
  "total_charge": 1
}

***

Energy relative to the best compared isomer or geometry (same formula, charge and spin)? In order: 309.35; 305.90; 265.71; 34.17 kJ/mol.